No. 1
The following is a quantum chemistry calculation of a cluster of 9 separate species, C27H66O9 in total at a distorted geometry, from the OMol25 dataset.

Values from the calculation:
* highest occupied orbital energy (alpha / beta): -11.88 / -11.84 eV
* charge: +1
* lowest unoccupied orbital energy (alpha / beta): -2.69 / -9.07 eV
* expectation value of S²: 0.75
* multiplicity: 2
* DFT total energy: -47483.9970 eV

The geometry in XYZ format:
```
102
C27H66O9 ωB97M-V/def2-TZVPD
O 3.41449 1.54636 5.24927
O -2.13100 5.89055 2.42308
O -1.48009 1.51137 -3.35622
O -5.37071 -2.76289 -1.14134
O -1.28430 -0.03732 -0.89343
O 5.29304 -1.52266 -2.78541
O -1.12139 -5.10057 0.93430
O -5.79562 -0.18953 -1.12472
O 3.53289 0.77072 -2.97903
C -1.15977 0.77424 0.31225
C 3.79712 -2.30043 -1.05095
C 4.33973 1.91364 -2.72628
C -1.78856 3.67273 2.83171
C -4.84015 1.39005 0.16724
C -1.10851 4.92354 2.40021
C -0.16984 -0.93643 -0.88836
C 0.06277 -4.64189 1.61844
C 4.12766 2.76830 -3.99471
C -4.91773 0.87542 -1.26407
C -3.03504 -3.00965 -1.39980
C 4.95386 -2.69317 -2.05424
C 0.94277 0.06436 -0.51503
C 3.88738 2.62720 -1.41458
C -4.16542 -3.17184 -0.44837
C 1.86795 2.33528 3.52563
C 0.50372 -5.23959 -0.62256
C 1.20330 -5.01177 0.66518
C 4.42939 -3.86280 -2.91697
C 3.08376 2.71515 4.49703
C -0.82640 -5.86752 -0.20572
C 4.25673 3.09570 3.69912
C 0.37283 0.89476 0.53272
C -4.09368 -2.20577 0.73329
C -6.79929 0.06525 -0.15990
C -6.27790 1.35112 0.60331
C -0.43879 4.80859 1.07930
H 4.40081 3.58530 -1.33375
H 1.08652 1.83225 4.09522
H -3.74262 -1.23295 0.38908
H -1.07379 2.88746 3.07782
H 4.67743 2.32114 3.05789
H 1.10843 -5.92574 -1.21552
H -1.18853 1.05804 -2.56520
H 1.67227 -5.90905 1.06898
H 0.12843 -5.08247 2.61326
H -1.98865 0.85649 -3.83449
H 3.07493 2.88329 -4.25282
H -0.74330 -6.90652 0.11315
H 1.44191 3.27772 3.18152
H 4.34579 -4.81378 -2.39091
H 1.78741 -0.48651 -0.10123
H 1.26554 0.69371 -1.34439
H 5.08335 -4.02620 -3.77356
H 2.94364 3.56648 5.16315
H -4.12305 -4.21953 -0.15062
H 4.44660 3.80764 -3.91629
H 4.68271 2.31712 -4.81718
H 3.96304 3.92455 3.05503
H -1.50739 1.78491 0.09820
H 5.81468 -2.99524 -1.45772
H -6.94255 -0.67852 0.62392
H -3.34832 -2.43180 1.49582
H -5.28391 -1.81945 -1.29619
H -5.12448 -2.09433 1.06962
H 0.20322 5.66756 0.88416
H 5.08812 3.45329 4.30658
H 2.93677 -2.01389 -1.65577
H 0.77816 1.90177 0.63143
H 4.47920 -1.02268 -2.88185
H 3.41143 -3.70700 -3.27419
H -0.08984 -3.56483 1.68739
H -6.34394 1.15152 1.67284
H 0.46936 0.41385 1.50612
H -2.89381 -1.96041 -1.65909
H -5.27361 1.58884 -2.00737
H -0.35012 -1.79464 -0.24101
H -4.04223 0.49693 -1.79164
H -1.70565 6.75113 2.41446
H 3.55419 -2.98422 -0.23762
H 1.94697 -4.21754 0.59997
H 0.31286 -4.38021 -1.26532
H -0.00321 -1.35490 -1.88095
H 4.15169 1.95659 -0.59694
H -4.30475 2.33064 0.29667
H 4.01539 -1.35021 -0.56357
H -4.20325 0.68698 0.70403
H -0.32506 5.18793 3.11043
H 0.13013 3.88733 0.95400
H -1.55438 -5.75447 -1.00906
H -2.48288 3.86625 3.64937
H -6.87705 2.22413 0.34451
H 5.38603 1.64157 -2.58721
H -3.18532 -3.53697 -2.34185
H 2.67771 1.06376 -3.30212
H 2.79923 2.67974 -1.37864
H 2.14764 1.69010 2.69279
H -1.18005 4.95705 0.29406
H -7.74318 0.30414 -0.64991
H 4.34273 1.51775 5.49247
H -2.47481 3.43452 2.01905
H -2.05544 -3.20444 -0.96330
H -1.86442 0.37842 1.04361
```

=====

No. 2
The following is a quantum chemistry calculation of a structure of composition C27H67AsBaF6NO17P4 at a distorted geometry, from the OMol25 dataset.

Values from the calculation:
* highest occupied orbital energy: -11.95 eV
* charge: +1
* lowest unoccupied orbital energy: -3.01 eV
* DFT total energy: -180386.7956 eV

The geometry in XYZ format:
```
124
C27H67AsBaF6NO17P4 ωB97M-V/def2-TZVPD
Ba -0.80529 1.07557 -2.77846
As -0.71156 1.81473 1.45751
P 1.47960 6.31620 -3.72854
P -0.19868 -3.47895 5.89608
P -1.47327 -2.97133 -1.81981
P 2.72018 -0.76986 -2.20544
F -1.94248 0.62990 1.89663
F -0.41331 0.99022 -0.09127
F 0.38794 3.10702 0.90098
F -1.95986 2.84331 0.60370
F -0.82838 2.70218 2.92494
F 0.53734 0.81078 2.14694
O 0.39326 7.48754 -3.58027
O -3.39258 1.01765 -1.46475
O -0.91483 -3.42595 7.33672
O -2.03443 -3.10794 -0.34244
O 2.62619 -1.94274 -1.12945
O 1.25986 -2.82388 6.27602
O -0.19372 -4.71267 5.10181
O 2.79010 7.01820 -4.37147
O 1.46144 0.03456 -2.27618
O -0.03445 -3.61301 -1.71563
O -0.88306 -2.31044 4.98424
O 2.07665 6.04507 -2.25514
O 3.10595 -1.44395 -3.56131
O -2.27977 -4.06766 -2.65042
O 4.06477 0.05258 -1.91969
O -1.49337 -1.61629 -2.35030
O 1.00590 5.11459 -4.46944
N -4.97880 0.46026 0.09240
C 2.82726 -3.08510 4.43425
C -4.90585 1.65176 0.90741
C -2.33262 -3.24014 7.38372
C 2.68676 7.61204 -5.67789
C 1.55869 -2.98429 -4.69407
C -4.55002 -4.12327 -1.56012
C -1.34989 -2.59215 0.80510
C -0.77302 7.36508 -2.76314
C -0.57581 7.80143 -1.31402
C 1.59323 -5.42748 -1.36655
C -4.21274 0.24057 -0.97799
C 5.87262 1.59343 -2.75815
C 2.17485 9.05316 -5.57191
C -0.43673 -0.95424 5.02002
C 0.15016 -4.94419 -1.22613
C 1.95692 3.69013 -1.66376
C -2.91153 -4.68817 7.45127
C -2.11598 -2.95220 2.06084
C -5.74327 -0.66119 0.63371
C 4.43057 1.04393 -2.85766
C 2.46485 -3.49069 5.86594
C 1.44136 5.09260 -1.40813
C -3.68606 -4.14482 -2.82815
C 3.95930 -1.73115 0.87882
C 2.57359 -1.64621 0.28376
C 2.23565 -1.60913 -4.69540
C -1.61001 0.00981 4.96474
H 0.08689 -0.65811 5.93183
H -4.45262 1.36822 1.86084
H -1.58974 -3.63511 2.73563
H 2.27382 7.05508 -6.51821
H -4.03883 -3.33814 -3.47765
H -5.80054 -0.76712 1.71866
H 1.87516 -3.16222 3.89833
H -0.57197 8.88936 -1.24035
H 3.08866 -2.02694 4.42283
H 1.24052 -3.27386 -3.69417
H 2.74288 9.63244 -4.85101
H 3.82879 1.93879 -2.68192
H 3.74441 7.72103 -5.93056
H 0.37757 7.49226 -0.89003
H 3.55223 -3.68117 3.88575
H 2.84369 -1.56735 -5.59982
H 4.71105 -2.25461 0.29252
H -2.17783 -0.25045 4.06326
H 3.21876 -3.06275 6.52774
H 6.69493 0.98026 -3.12732
H 2.29046 -4.96775 -0.66820
H -5.62545 -4.27178 -1.60682
H -1.05888 6.31101 -2.84990
H -0.18065 -4.98286 -0.18378
H 2.93133 3.69176 -2.14787
H 1.58372 -0.74293 -4.81898
H 2.09825 -2.58395 0.60455
H -3.04544 -3.47217 1.82765
H 1.10303 9.07216 -5.36579
H 2.15342 3.20627 -0.70476
H -2.39610 -5.23613 8.23556
H 2.26180 -3.76053 -4.99708
H 1.84206 -0.91965 0.63816
H -2.30769 0.00186 5.79793
H -4.19745 -4.81102 -0.78406
H 4.21847 0.81444 -3.90437
H 0.35207 5.10568 -1.49515
H -1.54982 7.94541 -3.25945
H -1.37449 -1.50300 0.73098
H -6.79294 -0.31664 0.61333
H -0.33901 -2.98035 0.93493
H 0.26872 -0.79348 4.20536
H 1.23219 3.03185 -2.14099
H -1.39493 7.40943 -0.71192
H -2.24227 -2.12486 2.75978
H 1.52278 -6.49542 -1.16313
H -3.89742 -5.02326 -3.43647
H 3.97795 -2.08643 1.90689
H 2.48300 -4.56230 6.05528
H -2.60911 -2.68123 8.27410
H 1.96094 -5.22502 -2.37168
H -4.29536 -0.75219 -1.44340
H -2.78014 -2.81165 6.48710
H -5.87869 2.10663 1.09981
H -2.79051 -5.15827 6.47656
H -4.27567 2.48228 0.59508
H 0.75668 -2.97165 -5.43163
H -0.56417 -5.60259 -1.72465
H 6.02356 2.58337 -3.18511
H 6.07464 1.70626 -1.68901
H -1.34020 1.01063 4.62562
H 4.37022 -0.71731 0.95749
H -4.33168 -3.20910 -0.99931
H 1.64091 5.43264 -0.39329
H -5.80238 -1.54493 0.00873
H 2.16729 9.50818 -6.56581
H -3.98448 -4.62631 7.64686
```

=====

No. 3
The following is a quantum chemistry calculation of a cluster of 8 separate species, C27H67ClN2O7PS in total at a distorted geometry, from the OMol25 dataset.

Values from the calculation:
* highest occupied orbital energy: -11.45 eV
* charge: +1
* lowest unoccupied orbital energy: -4.22 eV
* DFT total energy: -79032.7283 eV

The geometry in XYZ format:
```
106
C27H67ClN2O7PS ωB97M-V/def2-TZVPD
Cl -7.18913 5.76815 0.61909
S -2.55857 -2.44026 -1.80730
P -3.96878 -1.49870 -0.80351
O -2.23043 4.53642 -3.73551
O 5.42624 -7.17038 1.07583
O 2.66893 7.23202 -2.26421
O -1.67284 -0.23952 4.45088
O 0.71647 -7.30644 1.16365
O -2.11712 -3.31420 1.90846
O 1.27213 0.61121 0.43175
N -3.71779 2.40130 -2.26521
N -4.02446 0.26832 -1.18075
C 1.94277 1.70766 -0.18409
C -1.09766 0.85371 3.74007
C 7.54551 -7.16602 -0.05884
C -1.52823 5.74460 -4.01557
C -5.25295 4.07024 -0.64902
C -1.26097 5.83733 -5.50937
C -6.44916 4.03590 0.47118
C 1.16503 -8.56780 1.65253
C 1.94821 8.00481 -1.30787
C 0.95105 2.49821 -1.02255
C -4.62014 2.60714 -1.03682
C -0.20702 -4.46820 2.80211
C 0.22423 0.41733 3.12862
C -3.33395 0.91562 -2.37564
C -0.23388 5.77131 -3.21832
C -1.66856 -4.57556 2.39734
C 0.96371 -9.62485 0.57839
C -5.99439 3.52637 1.96161
C -4.84719 1.17509 -0.26816
C 2.62657 -8.46044 2.05731
C -1.86989 -5.63261 1.32319
C 3.09131 1.18389 -1.03157
C -2.07127 1.32941 2.67365
C 5.98532 -5.20186 -0.18551
C 2.40389 9.45326 -1.38405
C 6.09386 -6.71590 -0.09845
C 2.17251 7.42557 0.07988
H 1.28481 -10.61054 0.92935
H 1.85654 10.07738 -0.67079
H 0.12360 2.85852 -0.40191
H 0.41567 -4.17743 1.94863
H 5.86634 -6.77129 1.84463
H -0.73536 6.76414 -5.75962
H -6.63390 4.15839 2.73995
H 2.33630 2.34291 0.61688
H 0.55722 -8.81426 2.52991
H -0.07529 -3.69521 3.56685
H -5.46344 0.91035 0.70712
H 8.05818 -6.75904 0.81994
H -1.83294 -0.95842 3.81719
H -5.74919 4.48979 -1.65054
H 3.79063 0.60657 -0.41725
H 3.47574 9.53852 -1.17291
H -0.92124 1.65798 4.46257
H 0.32259 6.69613 -3.39977
H 3.24926 -8.16967 1.20383
H 0.88586 7.93902 -1.56682
H -2.20063 5.80458 -6.07119
H -2.92448 -5.69018 1.03292
H -5.23659 -2.03836 -1.31416
H 1.43306 3.35842 -1.49750
H 3.63758 2.00462 -1.50681
H -0.44097 5.69141 -2.14571
H -2.27637 -4.82202 3.27471
H 2.75831 -7.68745 2.82205
H 0.40561 4.92109 -3.48068
H -7.30606 3.33595 0.02895
H 3.61335 7.28466 -2.04212
H 8.08298 -6.84521 -0.95665
H -4.86278 3.78744 2.10535
H 1.52742 -9.37536 -0.32751
H 6.47595 -4.82204 -1.08711
H 7.60823 -8.25696 0.01620
H 2.99760 -9.41116 2.45271
H 0.50935 1.86934 -1.80367
H -6.23412 2.38033 2.16581
H -3.37660 3.09762 -2.97105
H 1.85139 6.37901 0.11647
H 1.25065 -7.07949 0.38445
H 6.44266 -4.72525 0.68876
H -1.30617 -5.38312 0.41730
H 0.91058 0.06593 3.90656
H -2.65362 0.46411 -3.21743
H 0.07832 -0.41844 2.43518
H 3.23613 7.43893 0.34291
H -1.58294 -3.08725 1.12925
H -1.66845 3.79250 -4.00895
H -3.02242 1.62869 3.12689
H 4.93494 -4.89168 -0.20079
H -3.88900 -1.72495 0.63394
H 0.70008 1.24120 2.58763
H 0.16401 -5.41892 3.19751
H -4.40338 4.86318 -0.38499
H -1.54878 -6.61830 1.67415
H -0.65787 4.98944 -5.85297
H 1.61823 7.98880 0.83712
H 2.24786 9.85328 -2.39169
H 5.59069 -7.17099 -0.95849
H -2.16957 6.57623 -3.70404
H -2.29855 0.52596 1.96405
H 2.72549 0.50844 -1.81298
H -1.66435 2.18068 2.11901
H -0.09089 -9.68241 0.28812
H 0.91938 0.04172 -0.27200
```

=====

No. 4
The following is a quantum chemistry calculation of a structure of composition C27H68BNO27 at a distorted geometry, from the OMol25 dataset.

Values from the calculation:
* energy above the lowest of the compared OMol25 structures with the same formula, charge and spin: 343.1 kJ/mol
* highest occupied orbital energy: -8.77 eV
* lowest unoccupied orbital energy: -0.58 eV
* DFT total energy: -86531.5761 eV

The geometry in XYZ format:
```
124
C27H68BNO27 ωB97M-V/def2-TZVPD
O 4.11067 1.33547 -4.36033
O -1.13133 -0.55553 -0.33533
O 0.14467 -3.02153 -1.87933
O 2.92967 2.30447 0.57367
O -3.08433 -0.79853 0.61267
O 2.88367 -0.81553 -1.12133
O 3.64067 -4.02153 2.65167
O 1.86467 1.12447 -2.90733
O 0.25867 1.13247 -1.47633
O 1.14767 -0.25053 0.05367
O 3.42067 -3.56253 -0.92533
O -2.63633 -2.27653 5.84167
O -0.22733 0.77447 -5.34633
O 6.21367 -1.39353 0.12767
O -4.20833 -0.13253 -3.65133
O -1.81633 5.73547 -0.71933
O -1.86833 5.37347 3.31567
O -2.05033 0.96847 2.49367
O -0.52633 1.28447 0.99067
O -1.07633 2.16947 4.69067
O 2.24267 0.97147 2.76167
O 7.11167 0.48047 3.12167
O 1.67867 -3.15953 -5.09533
O -3.12133 3.01547 -5.66333
O -3.22033 2.46747 -1.24833
O -2.83833 -2.53853 -1.36633
O 6.75167 1.59047 -1.94333
N -5.14233 -2.65553 3.31467
C -3.09833 -2.11253 4.56267
C -4.44133 -2.80053 4.58467
C -5.27733 -1.25053 2.91367
C -1.09733 3.56147 4.62767
C -1.96433 -0.31553 0.49767
C 3.52967 -3.37253 1.43067
C -2.49333 3.67447 -1.68433
C 7.03167 -0.61353 2.23767
C 1.93667 -0.06353 -0.88333
C 2.72467 2.30847 2.92567
C 1.38367 0.83047 -1.87033
C -4.18633 -1.14353 -2.67333
C 5.57067 1.10147 -2.52433
C 1.66767 -3.61053 -3.75633
C -4.55933 -3.54653 2.27167
C -1.54233 1.03047 -5.25933
C -2.92833 -1.99353 -2.69733
C -1.71733 2.57447 -5.46833
C 0.34067 -2.88453 -3.14033
C -6.45533 -3.29253 3.37467
C 2.36967 3.03647 1.71367
C 3.29167 -4.29153 0.27867
C 5.20567 1.97047 -3.68433
C -2.38033 4.52247 -0.30533
C 6.24867 -0.30253 1.11167
C -1.81433 4.05247 3.35167
C -1.55733 0.68047 1.42767
B -0.08133 0.43347 -0.21433
H 1.32367 -3.86953 -5.72133
H 2.69367 4.04947 1.64067
H -3.13433 1.75547 -2.08533
H -2.23333 -1.13953 -2.77233
H 4.84267 1.01947 -1.87933
H 7.89067 -0.72553 1.99567
H 2.42667 0.90947 1.79767
H -6.47633 -4.19953 3.66367
H -0.93233 3.03947 -6.25633
H -4.42033 -0.49053 2.69867
H -1.06633 5.62847 -0.88633
H -3.59133 -3.53353 2.19467
H 4.06967 -5.19753 0.29767
H 0.28167 -1.79353 -3.41533
H 6.57867 0.69647 0.43967
H 2.65967 -2.58153 1.60067
H -5.73333 -0.84253 3.72867
H -3.10133 -1.01353 4.52667
H 6.65567 -1.57853 2.74967
H -5.20133 -1.55853 -2.86233
H -1.54933 3.95047 0.21167
H -6.88033 -2.70553 3.99367
H -2.88733 -1.78553 -0.77233
H -7.04633 -3.37253 2.39267
H -1.50133 3.43847 -2.01533
H -2.80833 3.62547 3.44867
H -1.44533 3.75247 2.26367
H -1.42133 2.82847 -4.44833
H 4.52867 -4.51753 2.71467
H -4.37033 -0.41753 -4.57133
H -4.23033 -3.84453 4.90367
H -1.87933 -1.73853 5.97767
H -4.24233 -0.48553 -1.93033
H -3.09333 4.11147 -2.32433
H 3.64367 2.37747 3.19667
H -0.10533 3.81047 4.90467
H 0.07867 1.08947 -4.48233
H 7.39567 0.21447 3.86367
H 7.39067 1.63447 -2.68733
H -2.32733 -2.41353 3.82367
H 5.65067 0.24047 -2.86533
H -0.54233 -3.13553 -3.61533
H 5.16767 0.11347 1.22567
H 2.27767 -4.68753 0.29167
H 4.41567 -2.70153 1.42167
H -2.83333 3.87647 -6.03233
H 2.62467 -3.15353 -3.30733
H -1.97833 0.59747 -4.36633
H -5.09833 -2.50153 5.30867
H -6.08533 -1.12553 1.94567
H 1.68167 -4.63253 -3.72833
H -2.99133 -2.69753 -3.50733
H 4.87267 3.09147 -3.34633
H -3.34133 4.76247 0.11367
H 5.36667 -1.11253 -0.31533
H -4.82233 -4.61253 2.24967
H 1.17767 3.21547 1.67567
H -1.25433 1.84247 3.90767
H 3.52867 3.00047 0.16667
H -2.01433 0.60347 -6.16633
H -0.61333 -2.50753 -1.59333
H -1.87133 3.64047 5.45067
H 3.29967 1.44847 -3.75333
H -4.82433 -3.30853 1.17167
H 2.27667 2.78247 3.80767
H 3.20067 -2.66553 -0.71833
H -1.12533 5.68047 3.27867
H 5.91467 2.09047 -4.27833
```